No. 1
ORCA calculation (the ωB97M-V functional and the def2-TZVPD basis) on a structure of composition C35H78N3O13PS10.

The calculation puts the total energy at -186282.99776 eV. The value obtained for the HOMO energy is -8.273 eV.

Last column: Löwdin charge in e.
Element x y z (Å)
C (8.358, -2.413, 3.711)  -0.0611
C (8.447, -0.936, 3.464)  -0.2194
O (8.240, -0.663, 2.067)  0.0003
C (8.533, 0.595, 1.694)  -0.5136
O (9.541, 1.156, 2.032)  0.1147
C (7.483, 1.199, 0.828)  -0.0948
C (6.454, 1.933, 1.695)  -0.1443
C (4.997, 1.802, 1.187)  -0.1623
C (4.290, 0.650, 1.852)  -0.1646
C (4.077, -0.628, 1.169)  -0.1764
P (4.730, -0.703, -0.574)  0.8929
O (5.386, -2.180, -0.728)  -0.2636
O (3.344, -0.967, -1.426)  -0.2704
C (3.434, -1.656, 1.811)  -0.1623
C (3.075, -2.998, 1.228)  -0.0962
C (1.633, -3.114, 0.759)  -0.3888
C (0.862, -1.908, 0.301)  -0.0301
N (1.143, -4.283, 0.738)  0.1557
C (3.023, -1.465, 3.157)  -0.3135
N (2.421, -2.374, 3.920)  -0.2044
S (2.195, -1.679, 5.354)  1.0170
N (2.792, -0.224, 5.068)  -0.2283
C (3.236, -0.227, 3.811)  -0.3012
C (3.852, 0.847, 3.130)  -0.1432
C (3.973, 2.158, 3.870)  -0.1594
C (2.962, 3.214, 3.345)  -0.0705
H (7.349, -2.792, 3.605)  0.0574
H (9.001, -2.970, 3.038)  0.0842
H (8.683, -2.623, 4.724)  0.0847
H (9.396, -0.552, 3.817)  0.1088
H (7.659, -0.432, 4.022)  0.1229
H (7.023, 0.430, 0.220)  0.0710
H (7.974, 1.885, 0.148)  0.1254
H (6.480, 1.494, 2.690)  0.1023
H (6.737, 2.972, 1.803)  0.1198
H (4.476, 2.730, 1.383)  0.0979
H (5.037, 1.675, 0.113)  0.0624
H (4.810, -2.825, -1.154)  0.0573
H (2.758, -0.211, -1.307)  0.0561
H (3.207, -3.712, 2.025)  0.0647
H (3.751, -3.262, 0.436)  0.0909
H (0.981, -1.781, -0.770)  0.0744
H (-0.190, -2.076, 0.495)  0.0703
H (1.158, -0.988, 0.797)  0.0701
H (0.200, -4.272, 0.335)  0.0130
H (4.984, 2.530, 3.797)  0.0975
H (3.704, 1.952, 4.897)  0.0918
H (2.450, 2.867, 2.457)  0.0753
H (2.244, 3.457, 4.113)  0.0396
H (3.487, 4.130, 3.101)  0.0741
C (-4.077, -4.373, -0.922)  -0.2808
S (-2.585, -4.653, -1.864)  0.8317
O (-1.428, -4.169, -1.047)  -0.5719
C (-2.919, -3.387, -3.090)  -0.2646
H (-4.059, -5.028, -0.054)  0.0552
H (-4.112, -3.334, -0.603)  0.0411
H (-4.949, -4.599, -1.532)  0.0445
H (-3.027, -2.424, -2.593)  0.0560
H (-3.831, -3.644, -3.629)  0.0564
H (-2.078, -3.360, -3.779)  0.0479
C (11.988, 1.903, 5.102)  -0.2682
S (11.280, 1.784, 6.747)  0.7942
O (10.376, 0.604, 6.748)  -0.5570
C (10.237, 3.239, 6.600)  -0.2753
H (12.647, 1.049, 4.965)  0.0508
H (11.191, 1.877, 4.356)  0.0469
H (12.562, 2.826, 5.021)  0.0525
H (9.564, 3.114, 5.751)  0.0559
H (10.863, 4.121, 6.468)  0.0512
H (9.664, 3.329, 7.520)  0.0473
C (-8.542, -1.872, 0.672)  -0.2512
S (-7.354, -1.688, -0.658)  0.8039
O (-6.782, -3.048, -0.915)  -0.5651
C (-6.129, -0.804, 0.307)  -0.2719
H (-9.377, -2.451, 0.286)  0.0512
H (-8.075, -2.393, 1.508)  0.0577
H (-8.888, -0.885, 0.979)  0.0578
H (-5.827, -1.395, 1.171)  0.0333
H (-6.541, 0.148, 0.639)  0.0573
H (-5.272, -0.626, -0.341)  0.0474
C (-8.938, -2.064, -5.175)  -0.2659
S (-8.083, -0.932, -4.074)  0.7806
O (-9.077, -0.532, -3.039)  -0.5879
C (-7.987, 0.425, -5.236)  -0.2798
H (-9.135, -2.979, -4.620)  0.0487
H (-9.876, -1.612, -5.494)  0.0564
H (-8.303, -2.282, -6.033)  0.0533
H (-8.994, 0.700, -5.552)  0.0609
H (-7.385, 0.140, -6.095)  0.0221
H (-7.516, 1.265, -4.730)  0.0559
C (-0.964, 3.074, 5.710)  -0.2635
S (-0.865, 4.019, 4.184)  0.7864
O (0.252, 4.984, 4.344)  -0.5473
C (-2.386, 4.940, 4.435)  -0.2683
H (-0.071, 2.453, 5.771)  0.0470
H (-0.999, 3.758, 6.558)  0.0610
H (-1.853, 2.444, 5.687)  0.0404
H (-2.323, 5.493, 5.371)  0.0594
H (-3.229, 4.249, 4.450)  0.0509
H (-2.493, 5.631, 3.602)  0.0507
C (-5.850, 2.734, -9.928)  -0.2650
S (-7.106, 2.559, -8.661)  0.8210
O (-6.764, 1.335, -7.879)  -0.5675
C (-8.435, 2.099, -9.776)  -0.2610
H (-4.916, 2.987, -9.432)  0.0529
H (-5.744, 1.793, -10.467)  0.0578
H (-6.143, 3.542, -10.597)  0.0322
H (-8.153, 1.201, -10.327)  0.0578
H (-8.627, 2.930, -10.454)  0.0380
H (-9.319, 1.903, -9.173)  0.0502
C (-6.701, 7.029, -11.678)  -0.2693
S (-7.960, 6.862, -10.408)  0.8189
O (-7.618, 5.649, -9.618)  -0.5702
C (-9.292, 6.401, -11.520)  -0.2702
H (-5.764, 7.275, -11.181)  0.0515
H (-6.601, 6.087, -12.217)  0.0551
H (-6.977, 7.834, -12.358)  0.0542
H (-9.012, 5.502, -12.070)  0.0546
H (-9.493, 7.223, -12.206)  0.0541
H (-10.174, 6.205, -10.914)  0.0514
C (-4.144, -2.194, 4.717)  -0.2642
S (-4.458, -0.442, 4.485)  0.8090
O (-5.469, -0.326, 3.400)  -0.5569
C (-2.871, -0.066, 3.740)  -0.2693
H (-5.046, -2.638, 5.133)  0.0510
H (-3.914, -2.651, 3.754)  0.0590
H (-3.315, -2.324, 5.412)  0.0549
H (-2.733, -0.678, 2.848)  0.0598
H (-2.082, -0.259, 4.462)  0.0499
H (-2.871, 0.988, 3.472)  0.0399
C (5.898, -7.307, 1.991)  -0.2715
S (5.730, -5.615, 2.571)  0.7954
O (6.646, -5.462, 3.731)  -0.5509
C (4.078, -5.838, 3.247)  -0.2717
H (6.896, -7.416, 1.573)  0.0481
H (5.769, -7.991, 2.830)  0.0560
H (5.152, -7.499, 1.219)  0.0542
H (4.105, -6.634, 3.990)  0.0590
H (3.380, -6.079, 2.444)  0.0548
H (3.780, -4.904, 3.720)  0.0282

=====

No. 2
ORCA calculation (the ωB97M-V functional and the def2-TZVPD basis) on a cluster of 9 separate species, C35H79FN2O11PSi in total.

The calculation puts the total energy at -82955.85009 eV. The total charge is +1. The value obtained for the HOMO energy is -11.118 eV.

Last column: Löwdin charge in e.
Element x y z (Å)
C (0.548, 3.310, 1.494)  -0.2328
P (-1.141, 2.873, 2.087)  0.9733
O (-2.066, 3.404, 0.826)  -0.2985
C (-1.245, 0.990, 2.082)  -0.2677
C (-2.256, 0.260, 1.153)  -0.1917
O (-2.631, 0.962, -0.053)  0.0327
C (-3.824, 1.455, -0.010)  -0.3443
N (-4.767, 2.117, -0.011)  0.2117
C (-1.527, -1.049, 0.711)  -0.1927
C (-2.436, -2.186, 0.313)  -0.0928
C (-3.216, -1.906, -0.965)  -0.1828
F (-2.356, -1.398, -1.937)  -0.0377
C (-0.602, -1.243, 1.905)  -0.1687
C (0.275, -2.446, 2.019)  -0.1932
C (1.085, -2.912, 1.006)  -0.0411
C (1.883, -4.016, 1.186)  -0.0528
C (1.875, -4.683, 2.390)  -0.0583
C (1.067, -4.238, 3.411)  -0.0622
C (0.274, -3.131, 3.223)  -0.0365
N (0.005, 0.137, 1.972)  -0.0179
C (1.097, 0.371, 2.958)  -0.0600
C (2.437, 0.573, 2.274)  -0.2395
O (2.568, -0.338, 1.205)  -0.2203
Si (3.761, 0.042, 0.054)  0.4683
C (3.929, -1.497, -1.020)  -0.1286
C (3.140, 1.410, -1.080)  -0.1511
C (5.438, 0.414, 0.799)  -0.1408
H (1.237, 3.141, 2.319)  0.0176
H (0.867, 2.745, 0.617)  0.0377
H (0.530, 4.377, 1.292)  0.0562
H (-2.704, 4.017, 1.218)  0.0532
H (-1.603, 0.771, 3.087)  0.1197
H (-3.143, 0.009, 1.730)  0.1658
H (-0.946, -0.697, -0.151)  0.1619
H (-3.122, -2.455, 1.117)  0.1270
H (-1.812, -3.060, 0.112)  0.1295
H (-3.601, -2.850, -1.340)  0.1247
H (-4.029, -1.206, -0.790)  0.0999
H (-1.288, -1.320, 2.754)  0.1604
H (1.104, -2.372, 0.068)  0.1117
H (2.516, -4.323, 0.365)  0.1148
H (2.520, -5.538, 2.530)  0.1151
H (1.051, -4.735, 4.370)  0.1141
H (-0.352, -2.781, 4.036)  0.1206
H (0.369, 0.373, 1.042)  0.1708
H (0.846, 1.240, 3.567)  0.1202
H (1.163, -0.470, 3.642)  0.1384
H (3.207, 0.381, 3.026)  0.1342
H (2.581, 1.606, 1.941)  0.0977
H (4.733, -2.150, -0.692)  0.0413
H (3.000, -2.070, -0.924)  0.0048
H (4.019, -1.249, -2.074)  0.0223
H (3.791, 1.375, -1.955)  0.0326
H (3.206, 2.405, -0.641)  0.0283
H (2.134, 1.192, -1.441)  0.0337
H (5.335, 0.912, 1.765)  0.0262
H (5.993, 1.047, 0.110)  0.0466
H (5.986, -0.513, 0.939)  0.0301
C (-7.731, -2.230, 1.764)  -0.0899
C (-6.267, -1.920, 1.541)  -0.3110
O (-5.731, -2.670, 0.443)  -0.1041
H (-7.873, -3.290, 1.958)  0.0720
H (-8.126, -1.660, 2.607)  0.0811
H (-8.313, -1.986, 0.877)  0.0728
H (-5.678, -2.187, 2.420)  0.1081
H (-6.125, -0.850, 1.343)  0.1017
H (-6.241, -2.429, -0.339)  0.0867
C (1.455, 4.070, 6.257)  -0.0842
C (0.317, 4.357, 5.296)  -0.3207
O (-0.589, 3.255, 5.199)  -0.1448
H (2.008, 3.183, 5.942)  0.0689
H (2.146, 4.911, 6.309)  0.0800
H (1.073, 3.876, 7.261)  0.0772
H (0.700, 4.535, 4.291)  0.0900
H (-0.235, 5.248, 5.610)  0.1151
H (-0.950, 3.102, 6.080)  0.0845
C (-5.999, 5.872, 0.502)  -0.0947
C (-6.318, 5.787, -0.980)  -0.3067
O (-5.274, 5.137, -1.701)  -0.0964
H (-5.063, 6.412, 0.656)  0.0705
H (-6.792, 6.384, 1.046)  0.0746
H (-5.879, 4.871, 0.924)  0.0578
H (-6.420, 6.783, -1.407)  0.1141
H (-7.257, 5.248, -1.137)  0.1122
H (-5.179, 4.249, -1.341)  0.0435
C (5.379, -1.272, -5.311)  -0.0895
C (6.256, -0.319, -4.521)  -0.3172
O (6.687, -0.902, -3.290)  -0.0958
H (4.503, -1.560, -4.726)  0.0684
H (5.041, -0.812, -6.242)  0.0797
H (5.917, -2.185, -5.552)  0.0472
H (5.711, 0.588, -4.261)  0.1022
H (7.133, -0.034, -5.111)  0.1087
H (7.184, -1.699, -3.505)  0.0818
C (-9.494, -6.503, -0.939)  -0.0907
C (-9.718, -5.003, -0.975)  -0.3069
O (-8.775, -4.308, -0.155)  -0.1044
H (-9.566, -6.873, 0.085)  0.0761
H (-10.229, -7.024, -1.552)  0.0759
H (-8.497, -6.753, -1.308)  0.0719
H (-10.705, -4.754, -0.589)  0.1135
H (-9.649, -4.631, -2.002)  0.1091
H (-7.894, -4.510, -0.489)  0.0747
C (-1.441, 6.416, -2.891)  -0.0970
C (-2.451, 6.826, -3.950)  -0.3249
O (-3.272, 5.735, -4.341)  -0.0833
H (-0.811, 5.607, -3.264)  0.0717
H (-0.804, 7.256, -2.608)  0.0704
H (-1.953, 6.051, -1.997)  0.0613
H (-1.942, 7.174, -4.848)  0.1101
H (-3.081, 7.641, -3.577)  0.1085
H (-3.739, 5.431, -3.554)  0.0499
C (4.381, -5.621, -7.759)  -0.0922
C (5.704, -5.184, -7.158)  -0.3097
O (5.514, -4.390, -5.986)  -0.1029
H (3.772, -4.751, -8.008)  0.0758
H (4.537, -6.211, -8.662)  0.0757
H (3.815, -6.225, -7.046)  0.0715
H (6.259, -4.567, -7.863)  0.1132
H (6.318, -6.055, -6.910)  0.1087
H (5.035, -4.925, -5.345)  0.0835
C (8.793, 1.241, 3.413)  -0.0919
C (9.119, -0.071, 2.724)  -0.3140
O (8.502, -0.160, 1.441)  -0.0970
H (7.713, 1.353, 3.525)  0.0653
H (9.255, 1.292, 4.400)  0.0750
H (9.151, 2.087, 2.822)  0.0739
H (8.746, -0.912, 3.307)  0.1106
H (10.202, -0.186, 2.615)  0.1097
H (8.833, 0.569, 0.906)  0.0839

=====

No. 3
ORCA calculation (the ωB97M-V functional and the def2-TZVPD basis) on a cluster of 5 separate species, C35H79I2N4O9S in total.

The calculation puts the total energy at -88993.80747 eV. The total charge is -1. The value obtained for the HOMO energy is -2.742 eV.

Last column: Löwdin charge in e.
Element x y z (Å)
C (7.543, -1.800, -3.003)  -0.1382
O (7.147, -2.714, -3.988)  -0.1937
C (6.252, -2.136, -4.931)  -0.2294
C (4.782, -2.245, -4.497)  -0.1615
C (3.947, -3.238, -5.332)  -0.2028
C (3.312, -4.352, -4.516)  -0.2257
C (2.148, -3.886, -3.627)  -0.2159
C (0.876, -3.660, -4.469)  -0.3396
C (-0.201, -2.899, -3.681)  -0.7573
S (-1.544, -4.045, -3.192)  0.5962
C (-0.796, -1.848, -4.462)  -0.8211
I (-1.425, -2.249, -6.547)  0.6441
C (-1.054, -0.604, -4.027)  -0.8040
C (-1.738, 0.480, -4.839)  -0.2443
I (-0.487, -0.118, -2.051)  0.8909
H (6.712, -1.196, -2.631)  0.0860
H (7.940, -2.366, -2.163)  0.0829
H (8.323, -1.117, -3.353)  0.0821
H (6.418, -2.664, -5.868)  0.1100
H (6.523, -1.093, -5.119)  0.1105
H (4.359, -1.252, -4.646)  0.1075
H (4.747, -2.452, -3.430)  0.1103
H (3.197, -2.677, -5.883)  0.1017
H (4.600, -3.698, -6.076)  0.0975
H (4.046, -4.901, -3.922)  0.1048
H (2.897, -5.077, -5.221)  0.1047
H (2.399, -2.980, -3.079)  0.0984
H (1.918, -4.699, -2.939)  0.1015
H (0.520, -4.650, -4.764)  0.0772
H (1.161, -3.109, -5.365)  0.0498
H (-2.633, -3.655, -3.890)  -0.1971
H (-1.812, 1.385, -4.243)  0.0281
H (-1.118, 0.669, -5.713)  0.0442
H (-2.715, 0.124, -5.136)  0.0265
C (-8.153, 3.132, -1.451)  -0.1210
O (-7.820, 1.911, -0.825)  -0.1916
C (-8.728, 0.848, -1.086)  -0.2215
C (-8.102, -0.212, -1.967)  -0.2194
N (-7.900, 0.275, -3.325)  -0.0542
C (-7.076, -0.594, -4.166)  -0.1974
C (-5.629, -0.842, -3.753)  -0.2167
O (-4.791, 0.289, -3.851)  -0.1928
C (-4.813, 1.177, -2.752)  -0.0923
H (-7.498, 3.898, -1.041)  0.0874
H (-7.999, 3.091, -2.535)  0.0776
H (-9.191, 3.414, -1.246)  0.0844
H (-9.660, 1.221, -1.522)  0.1187
H (-8.969, 0.395, -0.120)  0.1189
H (-8.764, -1.084, -1.997)  0.1217
H (-7.161, -0.519, -1.493)  0.1078
H (-7.460, 1.185, -3.282)  0.0654
H (-7.057, -0.144, -5.162)  0.1180
H (-7.582, -1.559, -4.264)  0.1157
H (-5.216, -1.571, -4.456)  0.1251
H (-5.544, -1.300, -2.760)  0.1170
H (-4.989, 0.656, -1.807)  0.0929
H (-5.562, 1.965, -2.887)  0.0714
H (-3.836, 1.658, -2.703)  0.0765
C (0.428, 3.317, 5.143)  -0.1134
O (1.661, 3.310, 4.449)  -0.2092
C (2.605, 2.379, 4.965)  -0.2153
C (2.826, 1.237, 3.997)  -0.2202
N (1.653, 0.383, 3.898)  -0.0398
C (1.700, -0.580, 2.791)  -0.1960
C (1.776, -0.036, 1.370)  -0.2184
O (0.609, 0.627, 0.927)  -0.2725
C (0.490, 1.986, 1.283)  -0.1081
H (-0.144, 4.173, 4.789)  0.0766
H (-0.155, 2.411, 4.947)  0.0816
H (0.580, 3.423, 6.221)  0.0886
H (2.303, 2.015, 5.952)  0.1199
H (3.552, 2.915, 5.083)  0.1185
H (3.676, 0.638, 4.340)  0.1229
H (3.094, 1.680, 3.028)  0.1042
H (0.836, 0.967, 3.775)  0.0674
H (0.801, -1.184, 2.859)  0.1107
H (2.543, -1.253, 2.950)  0.1134
H (1.882, -0.901, 0.709)  0.1192
H (2.662, 0.589, 1.196)  0.1139
H (1.464, 2.481, 1.344)  0.0772
H (-0.045, 2.108, 2.231)  0.0755
H (-0.102, 2.478, 0.509)  0.0825
C (-0.606, -6.516, 6.733)  -0.1209
O (0.383, -7.068, 5.890)  -0.1954
C (-0.131, -7.785, 4.773)  -0.2188
C (0.131, -7.053, 3.474)  -0.2193
N (-0.669, -5.841, 3.376)  -0.0507
C (-0.294, -4.951, 2.277)  -0.1855
C (1.107, -4.349, 2.286)  -0.2066
O (1.337, -3.408, 3.324)  -0.2203
C (1.699, -3.948, 4.577)  -0.0935
H (-0.106, -6.152, 7.629)  0.0863
H (-1.124, -5.674, 6.261)  0.0782
H (-1.342, -7.271, 7.028)  0.0854
H (-1.197, -7.998, 4.896)  0.1203
H (0.399, -8.742, 4.742)  0.1190
H (-0.119, -7.713, 2.638)  0.1248
H (1.208, -6.843, 3.429)  0.1049
H (-0.591, -5.328, 4.243)  0.0649
H (-1.005, -4.122, 2.281)  0.1231
H (-0.439, -5.483, 1.333)  0.1239
H (1.216, -3.789, 1.354)  0.1261
H (1.895, -5.111, 2.278)  0.1126
H (2.276, -4.871, 4.475)  0.0885
H (0.822, -4.131, 5.205)  0.0732
H (2.315, -3.207, 5.090)  0.0874
C (1.753, 8.049, -1.406)  -0.1213
O (1.260, 6.805, -0.956)  -0.1910
C (2.271, 5.858, -0.625)  -0.2083
C (2.322, 5.610, 0.867)  -0.2161
N (2.823, 6.776, 1.587)  -0.0466
C (2.655, 6.700, 3.037)  -0.1942
C (1.239, 6.613, 3.590)  -0.2314
O (0.461, 7.786, 3.420)  -0.1776
C (-0.171, 7.919, 2.161)  -0.1004
H (0.907, 8.616, -1.791)  0.0871
H (2.214, 8.625, -0.595)  0.0762
H (2.481, 7.919, -2.213)  0.0869
H (3.247, 6.169, -1.008)  0.1216
H (2.002, 4.921, -1.120)  0.1245
H (2.979, 4.758, 1.065)  0.1217
H (1.308, 5.334, 1.186)  0.1029
H (2.342, 7.599, 1.252)  0.0656
H (3.119, 7.596, 3.459)  0.1173
H (3.224, 5.842, 3.407)  0.1139
H (1.326, 6.476, 4.672)  0.1214
H (0.702, 5.734, 3.216)  0.0976
H (-0.448, 6.951, 1.738)  0.0901
H (0.459, 8.462, 1.451)  0.0715
H (-1.079, 8.506, 2.307)  0.0860